No. 1
13
Properties=species:S:1:pos:R:3 method="wB97M-V/def2-TZVPD" lumo_ev=0.674 homo_ev=-9.7 e_above_lowest_kcal_mol=23.22 gap_ha=0.3810 charge=0 e_tot_ha=-700.85220
H -1.966 0.856 -1.258
N -1.472 0.958 -0.376
C -0.741 -0.103 -0.242
N -0.850 -1.175 -1.118
C 0.167 -0.312 0.937
C 1.557 0.224 0.734
O 2.512 -0.498 0.756
S 1.645 1.967 0.279
H -1.161 -0.987 -2.032
H -0.126 -1.895 -1.069
H 0.406 -1.341 1.252
H -0.294 0.199 1.808
H 0.323 2.107 0.331

No. 2
14
Properties=species:S:1:pos:R:3 method="wB97M-V/def2-TZVPD" lumo_ev=1.155 homo_ev=-9.3 e_above_lowest_kcal_mol=103.54 gap_ha=0.3854 charge=0 e_tot_ha=-266.55700
C -2.558 -0.193 -0.120
N -1.447 -0.830 -0.003
N -0.412 -0.214 -0.688
C 0.060 1.004 0.036
C 0.655 -0.266 0.275
C 2.088 -0.528 -0.165
H -3.536 -0.571 0.427
H -2.279 0.797 -0.501
H 0.590 1.928 -0.341
H -0.605 1.437 0.709
H 0.225 -0.792 1.124
H 2.502 0.300 -0.988
H 2.819 -0.495 0.827
H 1.899 -1.578 -0.591

No. 3
20
Properties=species:S:1:pos:R:3 method="wB97M-V/def2-TZVPD" lumo_ev=0.791 homo_ev=-8.2 e_above_lowest_kcal_mol=102.84 gap_ha=0.3312 charge=0 e_tot_ha=-474.35106
C 1.297 -1.953 0.032
N 0.746 -2.534 1.009
C -0.531 -2.753 1.447
C -1.384 -1.705 1.622
C -1.006 -0.357 1.161
C -0.698 -0.089 -0.095
N -0.303 1.166 -0.668
C 0.339 1.365 -1.765
C 0.728 2.689 -1.778
C 0.400 3.164 -0.456
N -0.263 2.224 0.112
H 0.964 -1.608 -0.941
H 2.285 -1.752 0.279
H -0.859 -3.673 1.657
H -2.102 -1.708 2.406
H -0.779 0.332 2.100
H -0.896 -0.763 -0.934
H 0.402 0.710 -2.604
H 1.190 3.131 -2.743
H 0.469 4.115 0.162

No. 4
83
Properties=species:S:1:pos:R:3 method="wB97M-V/def2-TZVPD" lumo_ev="-0.259 / -0.029" homo_ev="-7.1 / -7.1" spin_multiplicity=4 e_above_lowest_kcal_mol=2.27 gap_ha="0.2524 / 0.2609" charge=0 e_tot_ha=-4864.86081
Cr 0.041 0.018 0.051
C -2.538 1.898 1.623
C -2.854 0.908 0.557
C -4.114 0.533 0.105
C -3.906 -0.456 -0.841
C -4.901 -1.248 -1.624
N -2.587 -0.638 -0.958
N -1.933 0.199 -0.113
B -1.786 -1.577 -1.880
N -0.896 -2.501 -1.036
N 0.036 -1.957 -0.214
C 0.664 -2.963 0.416
C 1.701 -2.800 1.478
C 0.141 -4.166 -0.049
C -0.853 -3.833 -0.951
C -1.769 -4.723 -1.723
N -0.850 -0.682 -2.709
N -0.002 0.195 -2.088
C 0.575 0.910 -3.071
C 1.581 1.993 -2.902
C 0.088 0.485 -4.308
C -0.813 -0.521 -4.037
C -1.642 -1.331 -4.980
H -3.463 2.299 2.031
H -1.976 1.432 2.434
H -1.944 2.720 1.230
H -5.063 0.909 0.453
H -5.909 -0.951 -1.340
H -4.781 -1.090 -2.696
H -4.786 -2.314 -1.425
H -2.511 -2.212 -2.585
H 2.153 -1.818 1.461
H 1.251 -2.956 2.462
H 2.485 -3.545 1.341
H 0.427 -5.158 0.268
H -1.551 -5.762 -1.484
H -2.811 -4.523 -1.467
H -1.652 -4.580 -2.798
H 1.555 2.418 -1.915
H 2.587 1.624 -3.092
H 1.372 2.795 -3.608
H 0.364 0.873 -5.276
H -1.381 -1.072 -6.005
H -1.473 -2.399 -4.838
H -2.706 -1.140 -4.835
F 0.232 3.178 2.862
C 1.186 3.839 2.224
F 0.817 5.098 2.066
F 2.313 3.786 2.918
S 1.440 3.109 0.520
O 0.346 2.147 0.309
O 1.444 4.232 -0.353
N 2.831 2.402 0.696
S 3.255 1.074 -0.024
O 2.194 0.057 0.016
O 3.952 1.216 -1.257
C 4.530 0.476 1.164
F 4.081 0.500 2.412
F 5.599 1.248 1.060
F 4.834 -0.770 0.827
C -2.836 -0.986 6.400
Si -1.910 -2.272 5.391
C -3.176 -3.534 4.861
C -0.693 -3.183 6.497
C -0.810 -1.243 4.228
C 0.150 -0.503 4.867
C 1.021 0.324 4.150
C 0.868 0.378 2.807
N -0.060 -0.315 2.087
C -0.925 -1.168 2.785
S -2.099 -2.125 2.020
H -3.455 -1.465 7.166
H -3.497 -0.405 5.747
H -2.158 -0.285 6.900
H -3.597 -3.993 5.767
H -2.743 -4.319 4.238
H -3.985 -3.070 4.294
H -1.235 -3.798 7.224
H -0.042 -2.502 7.055
H -0.054 -3.848 5.906
H 0.242 -0.556 5.951
H 1.792 0.914 4.629
H 1.514 1.017 2.252

No. 5
101
Properties=species:S:1:pos:R:3 method="wB97M-V/def2-TZVPD" lumo_ev=1.763 homo_ev=-7.8 e_above_lowest_kcal_mol=0.00 gap_ha=0.3509 charge=-1 e_tot_ha=-3213.06292
Cl -0.475 -0.662 -0.796
O -1.179 -1.701 -0.083
O -1.416 0.372 -1.194
O 0.498 -0.055 0.093
O 0.116 -1.256 -1.973
O 2.367 4.459 -0.999
C 2.157 3.764 -1.913
O 1.565 4.240 -3.035
C 1.519 3.251 -4.064
C 1.799 1.905 -3.368
C 2.590 2.328 -2.133
H 2.296 3.471 -4.805
H 0.572 3.251 -4.597
H 2.429 1.260 -3.983
H 0.885 1.341 -3.186
H 3.663 2.374 -2.328
H 2.366 1.778 -1.220
O -1.854 -3.802 5.400
C -2.511 -3.041 4.794
O -2.514 -3.015 3.458
C -3.455 -2.082 2.943
C -4.090 -1.351 4.132
C -3.503 -2.067 5.364
H -4.266 -2.523 2.352
H -2.986 -1.444 2.190
H -5.175 -1.461 4.215
H -3.979 -0.267 4.101
H -4.221 -2.518 6.041
H -2.979 -1.327 5.974
O 0.817 4.821 3.037
C 0.309 3.802 3.337
O -1.016 3.562 3.332
C -1.289 2.205 3.745
C 0.016 1.459 3.449
C 1.075 2.532 3.724
H -2.098 1.812 3.135
H -1.533 2.183 4.809
H 0.066 1.178 2.395
H 0.161 0.591 4.095
H 1.952 2.503 3.087
H 1.350 2.609 4.777
O 4.629 -3.035 2.963
C 3.566 -2.852 2.497
O 3.199 -3.467 1.353
C 1.886 -3.010 0.933
C 1.237 -2.583 2.243
C 2.425 -1.984 2.992
H 1.230 -3.713 0.426
H 2.100 -2.183 0.249
H 0.936 -3.502 2.748
H 0.428 -1.868 2.120
H 2.330 -2.013 4.073
H 2.616 -0.951 2.685
O 2.268 -6.857 -4.957
C 1.700 -6.307 -4.068
O 0.566 -6.780 -3.555
C -0.088 -5.808 -2.649
C 0.892 -4.629 -2.571
C 2.099 -4.978 -3.434
H -0.212 -6.365 -1.723
H -1.007 -5.526 -3.158
H 1.062 -4.402 -1.519
H 0.390 -3.741 -2.957
H 3.038 -5.160 -2.903
H 2.355 -4.186 -4.125
O -0.967 6.772 -1.829
C -1.175 5.651 -1.497
O -1.762 4.744 -2.344
C -1.646 3.412 -1.809
C -1.730 3.692 -0.307
C -0.836 4.928 -0.202
H -0.662 2.984 -1.989
H -2.447 2.745 -2.101
H -1.348 2.861 0.296
H -2.748 3.869 0.057
H 0.188 4.550 -0.188
H -0.953 5.570 0.667
O 7.362 -0.402 -2.027
C 6.267 -0.701 -2.358
O 5.186 -0.527 -1.584
C 3.969 -0.961 -2.281
C 4.369 -0.898 -3.742
C 5.827 -1.303 -3.682
H 3.136 -0.359 -1.928
H 3.719 -1.935 -1.846
H 4.214 0.046 -4.261
H 3.756 -1.612 -4.304
H 6.483 -0.974 -4.487
H 6.028 -2.378 -3.647
O -5.906 3.314 -1.569
C -5.707 2.694 -0.599
O -5.896 3.181 0.637
C -5.751 2.159 1.631
C -4.807 1.151 0.973
C -5.077 1.314 -0.513
H -6.714 1.706 1.858
H -5.315 2.665 2.485
H -5.037 0.155 1.354
H -3.768 1.402 1.175
H -5.792 0.614 -0.944
H -4.139 1.292 -1.061

No. 6
9
Properties=species:S:1:pos:R:3 method="wB97M-V/def2-TZVPD" lumo_ev=0.207 homo_ev=-8.6 e_above_lowest_kcal_mol=27.59 gap_ha=0.3243 charge=0 e_tot_ha=-1004.34357
S 0.518 -2.467 0.960
C 0.308 -1.015 0.274
N 1.118 0.110 0.447
S 0.703 1.492 -0.491
C -0.909 0.676 -0.585
O -0.773 -0.709 -0.525
H 1.951 0.035 1.048
H -1.528 0.929 -1.496
H -1.388 0.949 0.368

Please write out number 5 again, unchanged.
101
Properties=species:S:1:pos:R:3 method="wB97M-V/def2-TZVPD" lumo_ev=1.763 homo_ev=-7.8 e_above_lowest_kcal_mol=0.00 gap_ha=0.3509 charge=-1 e_tot_ha=-3213.06292
Cl -0.475 -0.662 -0.796
O -1.179 -1.701 -0.083
O -1.416 0.372 -1.194
O 0.498 -0.055 0.093
O 0.116 -1.256 -1.973
O 2.367 4.459 -0.999
C 2.157 3.764 -1.913
O 1.565 4.240 -3.035
C 1.519 3.251 -4.064
C 1.799 1.905 -3.368
C 2.590 2.328 -2.133
H 2.296 3.471 -4.805
H 0.572 3.251 -4.597
H 2.429 1.260 -3.983
H 0.885 1.341 -3.186
H 3.663 2.374 -2.328
H 2.366 1.778 -1.220
O -1.854 -3.802 5.400
C -2.511 -3.041 4.794
O -2.514 -3.015 3.458
C -3.455 -2.082 2.943
C -4.090 -1.351 4.132
C -3.503 -2.067 5.364
H -4.266 -2.523 2.352
H -2.986 -1.444 2.190
H -5.175 -1.461 4.215
H -3.979 -0.267 4.101
H -4.221 -2.518 6.041
H -2.979 -1.327 5.974
O 0.817 4.821 3.037
C 0.309 3.802 3.337
O -1.016 3.562 3.332
C -1.289 2.205 3.745
C 0.016 1.459 3.449
C 1.075 2.532 3.724
H -2.098 1.812 3.135
H -1.533 2.183 4.809
H 0.066 1.178 2.395
H 0.161 0.591 4.095
H 1.952 2.503 3.087
H 1.350 2.609 4.777
O 4.629 -3.035 2.963
C 3.566 -2.852 2.497
O 3.199 -3.467 1.353
C 1.886 -3.010 0.933
C 1.237 -2.583 2.243
C 2.425 -1.984 2.992
H 1.230 -3.713 0.426
H 2.100 -2.183 0.249
H 0.936 -3.502 2.748
H 0.428 -1.868 2.120
H 2.330 -2.013 4.073
H 2.616 -0.951 2.685
O 2.268 -6.857 -4.957
C 1.700 -6.307 -4.068
O 0.566 -6.780 -3.555
C -0.088 -5.808 -2.649
C 0.892 -4.629 -2.571
C 2.099 -4.978 -3.434
H -0.212 -6.365 -1.723
H -1.007 -5.526 -3.158
H 1.062 -4.402 -1.519
H 0.390 -3.741 -2.957
H 3.038 -5.160 -2.903
H 2.355 -4.186 -4.125
O -0.967 6.772 -1.829
C -1.175 5.651 -1.497
O -1.762 4.744 -2.344
C -1.646 3.412 -1.809
C -1.730 3.692 -0.307
C -0.836 4.928 -0.202
H -0.662 2.984 -1.989
H -2.447 2.745 -2.101
H -1.348 2.861 0.296
H -2.748 3.869 0.057
H 0.188 4.550 -0.188
H -0.953 5.570 0.667
O 7.362 -0.402 -2.027
C 6.267 -0.701 -2.358
O 5.186 -0.527 -1.584
C 3.969 -0.961 -2.281
C 4.369 -0.898 -3.742
C 5.827 -1.303 -3.682
H 3.136 -0.359 -1.928
H 3.719 -1.935 -1.846
H 4.214 0.046 -4.261
H 3.756 -1.612 -4.304
H 6.483 -0.974 -4.487
H 6.028 -2.378 -3.647
O -5.906 3.314 -1.569
C -5.707 2.694 -0.599
O -5.896 3.181 0.637
C -5.751 2.159 1.631
C -4.807 1.151 0.973
C -5.077 1.314 -0.513
H -6.714 1.706 1.858
H -5.315 2.665 2.485
H -5.037 0.155 1.354
H -3.768 1.402 1.175
H -5.792 0.614 -0.944
H -4.139 1.292 -1.061